A single C2H6N6 molecule. Source: the OMol25 dataset; level of theory: ωB97M-V with the def2-TZVPD basis set.

ORCA input file:
```
! wB97M-V def2-TZVPD RIJCOSX def2/J DEFGRID3
* xyz 0 1
H -2.71 -1.25 -0.14
N -1.88 -1.76 0.06
C -0.79 -1.08 0.21
N 0.46 -1.47 0.15
C 1.23 -0.37 0.22
N 2.53 -0.34 -0.16
N 0.53 0.79 0.55
N -0.86 0.39 0.55
N -1.59 1.09 -0.42
H 2.66 -1.17 -0.66
H 2.51 0.53 -0.77
H 0.72 1.17 1.52
H -1.85 2.06 -0.03
H -0.95 1.43 -1.07
*
```

Properties
HOMO level   -8.62 eV
Maximum force   5.70 eV/Å
E_LUMO   0.5 eV
HOMO-LUMO gap   9.078 eV

Atom charges from the Löwdin analysis, given in e for atoms 1 to 5:
1 H 0.017
2 N 0.125
3 C -0.504
4 N 0.157
5 C -0.418